(1)
# C27H45N12O2

A cluster of 10 separate species, C27H45N12O2 in total at a distorted geometry (ωB97M-V/def2-TZVPD, OMol25).

XYZ file:
```
86
Properties=species:S:1:pos:R:3:forces:R:3
C -2.247775 0.764469 -0.965714 0.765 -0.109 0.221
C -1.178082 0.354983 -2.037113 -0.251 0.951 0.738
C 0.100497 -0.298514 -1.454592 -0.341 -0.561 -0.205
C -0.168857 -1.421462 -0.384932 1.155 -0.311 -1.210
N 0.723012 -1.248894 0.773447 -0.641 0.253 -0.018
C 0.029792 -1.308089 2.061141 0.170 -1.603 -0.181
N 1.048315 -1.124678 3.102328 0.259 1.703 -0.734
N -1.068250 -0.331728 2.231067 1.150 -0.203 1.840
C -0.686811 0.835588 2.585075 -0.501 0.752 -0.032
C 0.435605 1.675838 1.957710 0.981 -0.666 1.404
C -1.460672 1.522316 3.738068 -0.916 0.626 -1.752
C -0.616285 -2.749860 2.332247 -1.457 -1.245 -0.144
O -0.221433 -3.398538 3.317813 1.196 0.408 0.811
O -1.512517 -3.211427 1.582986 0.084 1.139 -1.101
H -2.676180 1.769840 -1.137475 0.064 -0.558 -0.155
H -1.737222 0.820227 0.011410 -0.486 -0.061 -0.259
H -3.043428 -0.000707 -0.891000 0.304 0.439 0.081
H -0.851026 1.300666 -2.523973 -0.268 -0.625 -0.191
H -1.668575 -0.298973 -2.767563 0.386 0.271 0.121
H 0.637098 -0.751584 -2.320576 -0.140 0.260 0.431
H 0.802476 0.432177 -1.009910 -0.571 -0.116 -0.114
H -1.230665 -1.535658 -0.126899 0.510 0.152 0.238
H 0.135281 -2.373853 -0.879504 -0.538 0.289 0.279
H 1.492837 -1.916364 0.741106 -0.376 0.139 0.177
H 1.742049 -1.857360 3.041947 -0.456 -0.252 0.309
H 0.613575 -1.088140 4.014657 0.098 -0.617 -0.111
H 0.502432 2.647738 2.484824 -0.211 -0.249 -0.600
H 0.372578 1.773662 0.870668 -0.317 0.062 0.443
H 1.395847 1.162255 2.176742 -0.491 0.113 -0.210
H -0.858338 1.586300 4.658972 -0.086 -0.141 -0.447
H -1.735207 2.542208 3.384601 0.275 -0.297 0.541
H -2.423259 1.005601 3.892305 0.633 -0.041 0.168
C -0.751983 4.932811 -2.785807 0.304 -0.343 0.313
C -0.391621 4.162963 -1.574759 -0.335 0.761 -1.226
N -0.119135 3.575964 -0.634542 0.290 -0.251 0.480
H -1.519955 4.402782 -3.345723 -0.039 -0.005 0.115
H -1.133219 5.910219 -2.498339 -0.027 -0.047 0.009
H 0.124855 5.064270 -3.420719 0.031 0.000 0.067
C 2.902814 -3.726466 -2.341159 0.134 0.085 0.380
C 3.336222 -3.403778 -0.973164 -0.480 -0.265 -1.165
N 3.648011 -3.156447 0.095358 0.375 0.197 0.867
H 1.853645 -4.017815 -2.327097 0.008 0.037 0.047
H 3.021862 -2.857303 -2.985327 -0.012 -0.023 0.011
H 3.494977 -4.547237 -2.740123 -0.001 0.038 0.004
C -3.292346 5.830088 1.084432 0.017 -0.166 -0.276
C -3.264579 5.085415 -0.182605 -0.082 0.539 1.175
N -3.239211 4.491583 -1.155703 -0.224 -0.306 -0.809
H -3.633534 6.849118 0.907260 0.009 -0.022 -0.017
H -3.969785 5.340792 1.782623 0.047 -0.066 -0.032
H -2.293115 5.856440 1.516723 -0.010 -0.062 -0.023
C -2.932979 -1.338694 -6.397507 0.284 0.101 0.237
C -1.774064 -1.029595 -5.543743 -0.977 -0.277 -0.748
N -0.880429 -0.789530 -4.876083 0.794 0.067 0.113
H -2.716413 -1.062144 -7.428041 0.006 -0.004 0.026
H -3.151100 -2.404363 -6.352127 0.003 0.024 0.012
H -3.803279 -0.782035 -6.053737 0.025 -0.015 0.011
C 4.685117 -2.509336 4.203643 -0.192 0.244 0.172
C 3.983925 -1.538098 5.058701 0.486 -0.782 -0.788
N 3.430177 -0.784880 5.713770 -0.265 0.502 0.521
H 5.703329 -2.651190 4.563708 -0.022 0.023 0.010
H 4.160790 -3.463525 4.224946 -0.044 0.049 -0.027
H 4.715137 -2.143272 3.178026 -0.065 -0.020 0.009
C 4.519174 -1.294511 8.746824 0.431 0.066 0.303
C 5.706297 -1.021143 9.576364 -1.029 -0.254 -0.660
N 6.626280 -0.809383 10.218547 0.653 0.144 0.451
H 4.712794 -1.011593 7.715453 -0.074 0.032 0.033
H 4.278327 -2.355676 8.785337 0.008 0.023 0.002
H 3.669887 -0.723380 9.116656 0.017 0.005 -0.049
C 1.710482 2.136253 -4.353644 0.209 0.291 -0.209
C 2.364428 3.271177 -5.028172 -0.548 -0.955 0.582
N 2.867832 4.152440 -5.551385 0.323 0.636 -0.372
H 2.416702 1.647815 -3.684446 -0.047 0.016 0.021
H 0.859811 2.489944 -3.773218 0.020 -0.066 0.023
H 1.364389 1.416251 -5.093514 -0.034 -0.001 0.053
C -6.294756 1.410675 0.043341 0.290 0.039 0.203
C -5.175064 1.737065 0.939374 -0.935 -0.305 -0.820
N -4.301101 1.989472 1.626339 0.626 0.387 0.610
H -6.039863 1.686738 -0.978826 0.042 0.000 0.032
H -6.499451 0.342020 0.084192 0.033 0.016 0.011
H -7.185406 1.957108 0.350053 0.021 -0.011 0.002
C 0.068460 -5.292616 -4.878600 0.353 0.108 -0.009
C 1.493276 -5.026982 -5.138603 -1.210 -0.227 0.139
N 2.596369 -4.822706 -5.348115 0.751 0.118 -0.161
H -0.463540 -5.404079 -5.821988 0.037 0.002 0.007
H -0.036603 -6.208037 -4.298659 0.011 0.030 0.000
H -0.365031 -4.464223 -4.319008 0.029 -0.008 0.003
```
Positions in Å, forces in eV/Å.

As for the multiplicity: 1. The value obtained for the molar mass is 569.74 u. The value obtained for the HOMO energy is -0.1247 Ha. Its total charge is -1. The HOMO-LUMO gap is 5.04 eV.

=====

(2)
# C27H46As3IrOSSi

A structure of composition C27H46As3IrOSSi (ωB97M-V/def2-TZVPD, OMol25).

XYZ file:
```
80
Properties=species:S:1:pos:R:3:forces:R:3
Ir 0.015478 -0.304223 -0.131320 -0.032 0.332 0.233
C 3.219816 0.127599 -2.336054 0.031 -0.012 -0.030
As 2.466197 -0.264625 -0.602214 -0.176 -0.039 -0.124
C 3.448243 -1.859306 -0.126479 -0.006 -0.047 0.021
C 3.269149 0.970311 0.704069 0.084 0.082 0.012
C 2.950805 2.479407 0.686651 -0.016 0.055 -0.064
C 3.107025 3.056611 -0.727547 -0.031 -0.062 -0.003
C 1.559971 2.829829 1.249793 0.112 0.015 -0.007
As -0.044178 2.150235 0.338475 0.068 -0.390 -0.141
C -0.245778 3.229255 -1.254043 -0.042 0.055 -0.021
C -1.411056 2.882921 1.486118 0.001 -0.012 0.079
C 4.040270 3.233009 1.506157 0.024 -0.014 -0.036
As 4.145383 3.059499 3.438433 0.019 0.045 0.001
C 3.673670 1.363972 4.196754 0.034 -0.058 0.033
C 3.133445 4.429667 4.312567 -0.006 0.029 0.043
H 4.279821 0.357115 -2.236382 0.006 0.004 -0.021
H 2.705080 0.945081 -2.831014 -0.009 0.009 -0.004
H 3.105679 -0.775003 -2.934713 0.016 0.005 -0.027
H 4.509900 -1.625887 -0.053250 0.015 -0.030 -0.011
H 3.301259 -2.603629 -0.907167 -0.008 -0.022 0.017
H 3.095904 -2.257593 0.823414 0.006 0.019 0.010
H 4.346333 0.824259 0.578409 0.008 0.039 0.014
H 2.989054 0.525059 1.661763 0.012 -0.007 0.038
H 2.388145 2.608888 -1.411138 -0.010 -0.004 -0.008
H 4.105884 2.869499 -1.124611 -0.001 -0.002 0.007
H 2.937938 4.134193 -0.733865 0.004 0.002 0.006
H 1.446617 3.918247 1.275338 0.010 0.007 0.031
H 1.448261 2.464622 2.276644 0.018 -0.026 0.002
H 0.113363 4.243263 -1.083925 -0.016 0.009 -0.011
H -1.309941 3.263921 -1.486948 -0.001 0.004 -0.017
H 0.279231 2.784477 -2.095632 -0.003 0.010 -0.012
H -1.334646 3.969559 1.497673 -0.021 0.006 0.022
H -1.299419 2.490063 2.495091 -0.014 0.000 0.006
H -2.386991 2.591982 1.102549 -0.009 0.006 -0.012
H 3.930509 4.313269 1.380987 -0.017 -0.002 -0.043
H 5.032523 2.973918 1.131501 -0.008 -0.015 -0.017
H 4.338121 0.583176 3.836056 -0.008 -0.006 -0.019
H 2.639497 1.154427 3.917740 -0.006 -0.069 0.050
H 3.758943 1.451846 5.278582 -0.016 -0.020 0.004
H 3.253155 5.370624 3.781213 -0.015 0.004 -0.004
H 3.479136 4.538102 5.338969 -0.014 -0.014 0.009
H 2.090791 4.104899 4.306069 -0.028 0.083 0.026
C -3.537547 0.741540 -5.266276 -0.068 0.038 0.063
C -4.215007 1.195600 -4.122310 0.025 -0.014 -0.108
C -3.841590 0.746167 -2.879246 0.054 -0.162 -0.016
C -2.718411 -0.109967 -2.743564 -0.001 0.059 -0.286
C -2.078428 -0.594027 -3.918945 -0.039 0.123 0.108
C -2.465837 -0.144852 -5.160745 0.003 -0.014 0.019
Si -2.158882 -0.647252 -1.032197 0.189 0.070 0.075
C -2.937124 -2.310134 -1.439128 -0.119 -0.214 -0.024
C -2.205685 -3.366549 -2.034896 -0.081 0.120 0.049
C -2.790743 -4.598801 -2.211403 -0.076 -0.048 -0.002
C -4.133000 -4.790021 -1.855702 0.051 0.006 -0.024
C -4.886651 -3.747837 -1.317517 -0.006 -0.001 -0.028
C -4.309416 -2.506930 -1.142964 0.158 -0.019 -0.066
H -3.870442 1.064946 -6.244052 0.011 0.021 0.004
H -5.038005 1.890186 -4.225765 -0.004 -0.014 -0.010
H -4.386036 1.074487 -2.002817 0.024 -0.009 0.021
H -1.262539 -1.301203 -3.839216 0.007 0.005 0.031
H -1.959375 -0.491790 -6.051037 -0.012 -0.002 -0.003
H -3.123217 0.005088 -0.106037 -0.063 0.032 0.049
H -1.171790 -3.215857 -2.326140 0.004 0.007 0.037
H -2.225262 -5.418273 -2.635222 -0.008 0.005 -0.006
H -4.596834 -5.752892 -2.027325 0.005 0.000 0.017
H -5.925439 -3.907156 -1.061560 0.002 0.001 -0.003
H -4.901712 -1.685576 -0.757748 0.016 -0.007 0.026
O 0.311739 -1.005794 1.877441 -0.006 0.089 0.062
S 0.291104 -2.405100 2.547055 0.044 -0.049 0.053
C -1.328110 -2.540600 3.341479 -0.067 0.063 0.000
C -2.271451 -3.173880 2.326325 0.033 -0.022 0.007
C -1.446891 -4.264149 1.648348 0.001 0.045 0.026
C -0.129966 -3.602026 1.246368 -0.003 -0.025 -0.021
H -1.587205 -1.536898 3.677070 -0.013 -0.022 0.023
H -1.178816 -3.177064 4.215918 0.012 -0.010 -0.006
H -2.597087 -2.427905 1.596964 -0.004 0.007 -0.017
H -3.159127 -3.570047 2.817113 0.000 0.008 0.006
H -1.941653 -4.687325 0.775243 -0.005 0.019 -0.037
H -1.258324 -5.081959 2.346237 -0.007 -0.009 -0.013
H -0.242088 -2.971848 0.354537 -0.007 -0.049 -0.038
H 0.704259 -4.286822 1.106983 0.000 0.004 0.002
```
Positions in Å, forces in eV/Å.

As for the multiplicity: 6. The value obtained for the molar mass is 863.80 u. The value obtained for the HOMO energy (spin up / spin down) is -0.5444 / -0.5889 Ha. As for the expectation value of S²: 8.78. Its total charge is +3. The HOMO-LUMO gap (spin up / spin down) is 8.26 / 5.43 eV.

=====

(3)
# C27H46AuBN6O4S

A structure of composition C27H46AuBN6O4S (ωB97M-V/def2-TZVPD, OMol25).

XYZ file:
```
86
Properties=species:S:1:pos:R:3:forces:R:3
Au -0.030210 0.639448 0.134394 0.492 0.711 0.197
C -0.553227 2.418732 4.651055 0.007 0.009 0.048
C -0.902842 1.813781 3.294231 -0.013 -0.014 -0.007
C -2.418517 1.783445 3.065151 -0.028 -0.049 -0.005
C -0.352414 0.425952 3.168571 0.100 -0.041 0.042
C -0.210167 -0.555185 4.145283 -0.038 -0.038 0.073
C 0.268829 -1.689411 3.507425 -0.020 0.190 0.034
C 0.512420 -3.006085 4.189534 0.024 -0.048 -0.058
C 1.974666 -3.457103 4.188855 0.037 -0.021 0.022
C -0.449789 -4.082361 3.687216 -0.033 -0.013 -0.012
N 0.427615 -1.402974 2.199656 -0.297 0.107 0.097
N 0.048985 -0.099775 2.014195 0.066 -0.222 -0.253
B 0.930835 -2.292849 1.004984 0.063 -0.036 0.067
N 2.067428 -1.458436 0.347158 0.198 0.019 0.049
N 1.759569 -0.249241 -0.178913 0.126 -0.407 -0.246
C 2.878930 0.352265 -0.604428 -0.050 -0.034 0.050
C 3.938382 -0.513379 -0.352927 0.070 0.064 -0.060
C 3.395906 -1.631988 0.265333 0.045 0.000 -0.055
C 4.151193 -2.804769 0.818435 -0.035 0.052 0.067
C 5.000158 -2.343621 2.008210 0.017 0.005 0.015
C 5.020659 -3.458496 -0.253990 0.048 0.005 -0.027
C 2.899094 1.753063 -1.144185 0.047 -0.026 0.125
C 2.875243 2.751324 0.022209 -0.019 0.026 -0.053
C 4.119467 1.985512 -2.027847 0.067 -0.011 -0.018
N -0.189679 -2.580281 -0.003202 -0.011 -0.316 0.088
N -1.138300 -1.625959 -0.184343 -0.073 0.000 0.247
C -2.109025 -2.149426 -0.901828 -0.074 -0.171 -0.098
C -1.795118 -3.488250 -1.213249 0.010 0.167 -0.138
C -0.559797 -3.724661 -0.647861 -0.098 0.075 0.110
C 0.240324 -4.992901 -0.821824 0.053 0.093 -0.030
C 1.719619 -4.746968 -1.118918 0.026 0.024 -0.070
C 0.068686 -6.009796 0.305734 0.006 0.008 0.070
C -3.281359 -1.310700 -1.313118 -0.017 -0.042 -0.141
C -4.563438 -2.136811 -1.383843 -0.011 -0.003 -0.018
C -2.988261 -0.630746 -2.656240 0.009 -0.026 0.001
H -0.888210 3.455977 4.690486 0.007 -0.025 -0.002
H 0.523093 2.398319 4.832784 -0.036 0.011 0.001
H -1.047987 1.882534 5.465388 0.018 0.004 -0.042
H -0.456281 2.428063 2.510674 0.012 0.011 -0.009
H -2.900776 1.103629 3.772505 0.032 0.035 0.014
H -2.648762 1.454541 2.051699 -0.038 0.014 0.084
H -2.841799 2.779938 3.202481 0.028 -0.016 -0.031
H -0.432156 -0.460469 5.195770 0.010 -0.020 -0.052
H 0.252472 -2.806516 5.231319 -0.014 0.016 0.037
H 2.324799 -3.732163 3.194825 -0.034 0.012 0.020
H 2.086875 -4.331273 4.834141 -0.004 0.036 -0.014
H 2.624627 -2.667705 4.572903 -0.023 -0.031 -0.013
H -0.264992 -4.322402 2.642673 -0.006 -0.002 -0.022
H -1.484108 -3.742775 3.770017 0.033 -0.022 0.012
H -0.338770 -4.995560 4.275260 0.008 0.016 -0.019
H 1.365634 -3.305387 1.454736 0.017 0.051 -0.094
H 4.977494 -0.340914 -0.582303 -0.064 -0.016 0.014
H 3.430830 -3.532511 1.186822 -0.031 -0.050 -0.022
H 5.741611 -1.606835 1.689809 -0.028 -0.030 0.009
H 5.530354 -3.191013 2.448205 -0.023 0.023 -0.011
H 4.379476 -1.884904 2.780275 0.021 -0.017 -0.019
H 5.793235 -2.766132 -0.597464 -0.031 -0.021 0.005
H 4.430964 -3.761908 -1.119410 0.008 -0.003 0.021
H 5.520394 -4.340380 0.151433 -0.014 0.022 -0.012
H 2.000883 1.893361 -1.742003 -0.047 0.043 -0.013
H 3.763912 2.624394 0.645347 -0.003 0.004 0.006
H 1.991099 2.620623 0.649333 0.027 0.001 -0.010
H 2.851230 3.773736 -0.356522 -0.001 -0.041 -0.007
H 5.045484 1.918103 -1.449436 -0.036 -0.008 -0.020
H 4.075931 2.986005 -2.459648 -0.008 -0.029 0.002
H 4.170367 1.260962 -2.843152 -0.006 0.037 0.027
H -2.365524 -4.180709 -1.813454 0.038 0.037 0.039
H -0.191304 -5.438843 -1.720780 -0.032 -0.030 -0.010
H 2.278694 -4.558629 -0.203932 -0.019 0.028 0.008
H 1.858029 -3.893213 -1.787035 -0.005 -0.047 0.019
H 2.158423 -5.627289 -1.593626 -0.009 0.013 0.024
H 0.505886 -5.645083 1.236505 0.008 0.015 -0.007
H 0.579430 -6.942157 0.051535 -0.043 0.030 -0.018
H -0.985452 -6.230137 0.482641 0.039 0.013 0.017
H -3.406798 -0.539918 -0.548430 0.039 0.059 0.004
H -4.504664 -2.881110 -2.182435 0.017 0.009 0.019
H -5.418330 -1.493450 -1.599052 0.022 -0.014 0.008
H -4.752636 -2.662165 -0.446218 -0.013 0.014 -0.005
H -2.827269 -1.393447 -3.424866 0.004 0.054 0.016
H -2.096708 -0.000528 -2.600153 -0.132 -0.074 -0.010
H -3.830650 -0.008737 -2.965140 0.043 0.017 0.022
O -0.093872 3.859786 -1.176002 -0.025 -0.005 0.073
S -1.001010 2.754959 -1.176098 -0.138 -0.144 -0.306
O -2.228832 2.875552 -1.888372 0.046 0.038 -0.011
O -0.232575 1.452371 -1.663925 -0.090 0.244 0.298
O -1.265928 2.254457 0.280174 -0.220 -0.301 -0.138
```
Positions in Å, forces in eV/Å.

As for the multiplicity: 1. The value obtained for the molar mass is 758.55 u. The value obtained for the HOMO energy is -0.3304 Ha. The HOMO-LUMO gap is 7.80 eV.

=====

Sequential total energy output: -50702.0554; -234831.5999; -61082.4942 eV